Formula: C3H6ClN2O
Source: the Open Molecules 2025 dataset
Level of theory: ωB97M-V/def2-TZVPD

Computed properties:
Relative energy (zero: lowest compared OMol25 entry of this formula, charge and spin) in kcal per mole: 112.4
Total charge: +1
Gap between HOMO and LUMO in eV: 7.278

Geometry (Å):
C 0.38726 0.45753 -0.30679
C 0.15473 -0.85675 0.37903
C -1.27469 -1.22148 0.48889
N -0.56604 1.34961 -0.28705
N 1.60090 0.64542 -0.87538
O -1.74306 0.97826 0.21268
Cl -1.93578 -1.47158 1.98707
H 0.90140 -1.42577 -0.19590
H 0.46215 -0.73256 1.39218
H -1.94067 -1.34892 -0.27991
H -0.34469 2.31998 -0.45195
H 2.19163 -0.20324 -1.20666
H 2.10686 1.50949 -0.85623

=====

Formula: C35H71BFN3O34PS7
Source: the Open Molecules 2025 dataset
Level of theory: ωB97M-V/def2-TZVPD

Computed properties:
Total charge: +1
Gap between HOMO and LUMO in eV: 7.474

Geometry (Å):
C 1.94744 -1.84509 -1.86102
C 0.64735 -1.39494 -0.91709
N 0.69743 0.04430 -0.46349
C 0.38711 1.03418 -1.55546
C -0.95165 0.81004 -2.51211
B -2.39235 0.45189 -1.80874
O -3.20290 1.54184 -1.16751
C -3.10222 -1.05467 -1.77382
C -2.62799 -2.04023 -2.99655
C -0.79808 2.21631 -3.38137
C -2.13983 3.03487 -3.83467
C -3.12758 2.21194 -4.87765
C -4.65439 2.35518 -4.23800
P -6.05817 1.92931 -5.45897
O -6.16659 2.94540 -6.70401
O -5.99750 0.28167 -6.06800
C -5.26214 0.22444 -7.34115
C -4.43906 -1.22662 -7.32692
O -7.63167 2.06441 -4.64496
C -7.47875 1.89450 -3.19205
C -8.87513 1.67491 -2.36324
C 0.50016 3.08216 -2.77833
C 0.48051 4.71216 -2.88849
C 0.88540 5.34059 -4.33926
O 0.21148 6.46307 -4.71725
N 1.94838 4.86028 -5.29441
C 3.21515 4.40581 -4.61396
C 1.43464 3.88599 -6.32675
N 0.54932 2.51919 -1.34054
C -0.34428 3.27769 -0.39218
C -0.58190 2.58380 1.07285
O 0.49891 2.15049 1.77912
F -1.92487 2.45163 1.68622
H 1.70301 -1.45781 -2.96113
H 2.91801 -1.33269 -1.44634
H 2.00808 -3.01858 -1.78965
H 0.75353 -2.05754 0.07040
H -0.35350 -1.73067 -1.41978
H 1.63990 0.28807 -0.05519
H 1.26312 0.81509 -2.33693
H -0.72585 -0.01705 -3.31274
H -3.55563 1.16674 -0.30246
H -2.95812 -1.49474 -0.69622
H -4.27290 -0.87826 -1.92644
H -1.84048 -2.82070 -2.58376
H -2.25711 -1.48779 -3.96090
H -3.56782 -2.68881 -3.32424
H -0.39140 1.82126 -4.42608
H -1.75979 3.98947 -4.44198
H -2.78401 3.44006 -2.94037
H -2.80359 1.10433 -5.07153
H -3.12346 2.76488 -5.91306
H -4.71080 1.57950 -3.35813
H -4.84099 3.46208 -3.86569
H -4.46987 1.07597 -7.47027
H -5.94982 0.19564 -8.29505
H -3.29186 -1.02127 -7.47432
H -4.61949 -1.72686 -6.26268
H -4.89158 -1.97816 -8.11324
H -6.94241 2.83541 -2.72041
H -6.79414 0.96152 -2.95608
H -9.52896 2.64785 -2.40460
H -8.56701 1.53778 -1.21894
H -9.46713 0.69348 -2.64252
H 1.35943 2.66002 -3.49120
H -0.62172 5.06545 -2.60362
H 1.20828 5.12906 -2.04141
H 3.35038 4.76352 -3.50761
H 4.12141 4.86335 -5.23464
H 3.32549 3.23330 -4.68474
H 2.34356 3.53478 -6.97548
H 0.77027 3.02483 -5.89569
H 0.73049 4.50814 -7.06137
H 1.51784 2.61432 -0.96478
H -1.42407 3.42334 -0.87257
H 0.02945 4.38847 -0.16233
C 0.30396 3.07470 5.48566
C 0.87112 4.24169 4.68181
O 1.09061 5.27941 5.63458
S 1.48169 4.60795 7.06867
O 2.92232 4.61797 7.19368
O 0.60013 5.14382 8.07966
O 1.01178 3.08531 6.72424
H -0.75934 3.22343 5.69974
H 0.44124 2.11715 4.97623
H 0.18932 4.57699 3.89664
H 1.83760 3.98132 4.23745
C 2.40974 -3.75521 4.35755
C 1.79781 -2.53452 5.03960
O 1.60803 -1.58056 3.99713
S 1.28402 -2.37133 2.60784
O -0.15014 -2.39074 2.42363
O 2.20172 -1.90753 1.59338
O 1.75429 -3.85459 3.09433
H 3.47952 -3.61014 4.17571
H 2.26083 -4.67002 4.93740
H 2.44278 -2.12755 5.82200
H 0.81623 -2.77087 5.46383
C 0.72716 -7.09661 -4.30581
C 1.83497 -6.66860 -3.34702
O 1.88781 -5.24744 -3.44838
S 0.38936 -4.68224 -3.75759
O -0.19965 -4.25753 -2.50706
O 0.45262 -3.83500 -4.92575
O -0.28872 -6.10263 -4.18255
H 1.08058 -7.09575 -5.34197
H 0.32669 -8.08368 -4.05965
H 2.80115 -7.10967 -3.60339
H 1.58150 -6.92417 -2.31272
C 4.23743 -7.64665 0.96392
C 3.34238 -7.67978 2.19984
O 2.03454 -7.96001 1.70607
S 2.15905 -8.90656 0.38359
O 1.95866 -10.27954 0.79091
O 1.41896 -8.28859 -0.69195
O 3.75126 -8.68360 0.11329
H 4.13907 -6.69516 0.43145
H 5.28868 -7.81750 1.21084
H 3.35341 -6.73445 2.74757
H 3.63059 -8.49375 2.87342
C -1.18053 4.27246 11.86448
C 0.23035 4.49225 11.32519
O 1.09911 3.98049 12.33323
S 0.36449 2.73113 13.08146
O 0.84454 1.50357 12.48667
O 0.38325 2.97603 14.50487
O -1.14304 3.00939 12.52663
H -1.44363 5.03655 12.60306
H -1.92998 4.26362 11.06854
H 0.44284 5.54640 11.13183
H 0.39707 3.91389 10.41029
C 7.71385 -10.27110 -2.57358
C 8.09556 -10.60092 -1.13302
O 7.51687 -9.56208 -0.34643
S 6.13480 -9.06675 -1.05702
O 5.02950 -9.74106 -0.41300
O 6.19401 -7.63294 -1.22155
O 6.38104 -9.76652 -2.50878
H 8.35652 -9.48415 -2.98129
H 7.75801 -11.14900 -3.22368
H 9.17771 -10.63798 -0.98691
H 7.65301 -11.55110 -0.81576
C -1.18461 8.83061 4.11172
C -1.98268 9.32926 5.31345
O -1.72656 8.38410 6.34972
S -0.21530 7.79738 6.17005
O 0.66212 8.53246 7.05375
O -0.28452 6.35473 6.15076
O 0.03686 8.32543 4.64839
H -1.70215 8.00715 3.60912
H -0.98357 9.62718 3.39038
H -3.05338 9.39249 5.10520
H -1.61934 10.30603 5.64996

=====

Formula: C4H9NO2S
Source: the Open Molecules 2025 dataset
Level of theory: ωB97M-V/def2-TZVPD

Computed properties:
Relative energy (zero: lowest compared OMol25 entry of this formula, charge and spin) in kcal per mole: 80.9
Total charge: 0
2S+1: 3
Gap between HOMO and LUMO (spin up / spin down) in eV: 4.179 / 7.955

Geometry (Å):
C 0.27120 -0.48041 -1.56142
C 0.64451 -0.62861 0.10279
C -0.36048 0.43162 0.61574
C 0.36660 1.72367 1.01100
N 0.23752 -1.90847 0.67900
O -1.58875 1.53920 -1.45235
O -2.19738 -0.79158 -0.94041
S -1.24718 0.25032 -0.89649
H 1.00290 0.25731 -2.05791
H 0.23063 -1.40537 -2.05815
H 1.64369 -0.41466 0.44411
H -0.76096 0.06915 1.45200
H 1.38804 1.40983 1.21376
H -0.12062 2.29771 1.93827
H 0.22133 2.58817 0.30306
H 0.93783 -2.67379 0.80973
H -0.66890 -2.26409 0.39728

=====

Formula: C42H35N7O14
Source: the Open Molecules 2025 dataset
Level of theory: ωB97M-V/def2-TZVPD

Computed properties:
Relative energy (zero: lowest compared OMol25 entry of this formula, charge and spin) in kcal per mole: 46.5
Total charge: 0
Gap between HOMO and LUMO in eV: 8.080

Geometry (Å):
O -4.33570 -0.94890 -0.34043
N -3.28302 -0.55239 -0.82575
O -2.34060 -1.27527 -0.98257
C -3.24978 0.88740 -1.26276
C -2.39500 1.17325 -2.29837
C -2.37374 2.45659 -2.82928
C -3.25433 3.39980 -2.28425
C -4.07999 3.10297 -1.21277
C -4.10956 1.79905 -0.66491
H -1.82346 0.30913 -2.67188
H -1.67776 2.72451 -3.62047
H -3.18151 4.38651 -2.63059
H -4.77283 3.79262 -0.81051
H -4.88088 1.56332 0.06217
O -3.76940 -8.55291 -2.17519
N -3.94100 -7.52113 -2.81175
O -4.84950 -7.36361 -3.58870
C -3.01874 -6.37867 -2.48241
C -3.17868 -5.16959 -3.05142
C -2.22074 -4.17623 -2.63908
C -1.26375 -4.35084 -1.65876
C -1.21314 -5.66461 -1.14883
C -2.06809 -6.61130 -1.54323
H -3.88680 -5.07800 -3.92466
H -2.20763 -3.21057 -3.10831
H -0.55832 -3.58697 -1.40395
H -0.46612 -5.99414 -0.42396
H -1.93887 -7.61479 -1.23386
O 2.26770 -5.56845 4.27075
N 1.75131 -5.41991 3.22692
O 1.03173 -6.26325 2.71525
C 1.89746 -4.15682 2.44007
C 0.87886 -3.83298 1.54981
C 0.88900 -2.59610 0.90568
C 1.99606 -1.81509 1.02185
C 3.10565 -2.19320 1.84123
C 3.01689 -3.37642 2.58226
H 0.02825 -4.48487 1.50958
H 0.08947 -2.15944 0.25976
H 2.04606 -0.76756 0.68918
H 3.93041 -1.52011 2.06430
H 3.87367 -3.55357 3.20304
O 4.41539 0.68550 3.65366
N 4.46132 1.22737 2.54761
O 5.03988 0.70835 1.60960
C 3.92188 2.59879 2.37062
C 4.31798 3.25260 1.21123
C 3.89229 4.58962 1.09498
C 2.95799 5.08760 2.04613
C 2.55120 4.32383 3.09971
C 3.14140 3.08931 3.34600
H 5.08851 2.81645 0.56956
H 4.19610 5.27573 0.28600
H 2.64124 6.11412 1.89185
H 1.85799 4.69447 3.83437
H 2.90578 2.56017 4.28771
O 2.80388 6.79090 -1.38876
N 2.59066 5.93414 -2.20780
O 1.75431 5.09106 -2.07995
C 3.34213 5.87324 -3.47694
C 2.87671 4.99175 -4.40645
C 3.56080 4.96548 -5.60191
C 4.73043 5.75125 -5.80779
C 5.14534 6.61324 -4.77623
C 4.40666 6.72235 -3.64561
H 2.07564 4.29810 -4.35124
H 3.29428 4.36596 -6.46012
H 5.38018 5.68841 -6.66942
H 6.05447 7.20865 -4.83460
H 4.63803 7.29791 -2.79143
O -0.36892 -4.38375 4.90481
N -1.33181 -5.08589 4.56349
O -1.65641 -6.07138 5.14968
C -2.06200 -4.62742 3.37761
C -1.88808 -3.37395 2.92914
C -2.66686 -2.94820 1.85719
C -3.45438 -3.81611 1.16362
C -3.58128 -5.13396 1.63640
C -2.84609 -5.57533 2.72935
H -1.19921 -2.70749 3.54233
H -2.47333 -1.90660 1.58466
H -4.09445 -3.50805 0.36317
H -4.21789 -5.76436 1.09832
H -2.97721 -6.55533 3.15040
O -2.01833 0.96980 3.28660
N -1.57254 0.84101 2.16441
O -1.40217 -0.19154 1.60953
C -1.24623 2.06024 1.38207
C -0.34373 2.04211 0.34785
C -0.11889 3.18455 -0.36211
C -0.80284 4.35996 0.06971
C -1.69488 4.40572 1.09586
C -1.87378 3.21525 1.79140
H 0.27792 1.18395 0.10404
H 0.60121 3.18546 -1.15786
H -0.68416 5.31594 -0.41220
H -2.27890 5.30814 1.31170
H -2.53077 3.12341 2.65481

=====

Which value of total charge does entry 1 give?
+1